C17H14F3NO5 in the gas phase, computed with ωB97M-V/def2-TZVPD.

Geometry as ORCA input:
```
! wB97M-V def2-TZVPD RIJCOSX def2/J DEFGRID3
* xyz 0 1
H -1.06012 0.14946 -1.00887
H 5.23200 -2.01688 0.30932
O -1.47166 -1.86005 -0.75012
H -3.05495 -2.13746 -2.00902
H -0.15158 -2.67288 2.91476
C 2.89032 -2.81756 1.44551
H 5.01197 -3.76708 0.01152
C -0.20708 3.92029 -1.33147
O 4.19156 -3.05116 1.78019
H -3.76258 2.51230 -1.87926
C 1.15617 -2.33406 -0.17888
H 3.99823 -2.27525 4.15373
H 3.21221 -2.51653 -0.64984
F -1.03416 6.08714 -1.77369
C -0.45777 2.56296 -1.21125
H -3.48576 -1.85322 -0.30182
C 2.48064 -2.55244 0.14071
C 0.19256 -2.38093 0.82263
C -1.73874 2.03553 -1.40528
F 0.55221 1.72168 -0.90233
H 3.25410 -3.28351 5.41829
N -1.89822 0.66526 -1.25907
C -1.23589 -2.15191 0.56032
H 6.11794 -3.20967 1.29006
C 3.41597 -3.17872 4.34568
H 0.87534 -2.13816 -1.20068
O -2.11633 -2.19399 1.38032
H 3.96130 -4.04822 3.97409
C 1.91761 -2.85386 2.47088
C -1.26047 4.77076 -1.65298
F 1.02975 4.39563 -1.14149
O 2.12119 -3.09337 3.79093
C 5.17913 -3.00412 0.77787
H -3.33096 4.94678 -2.09723
O -4.10849 0.34678 -1.74180
C 0.58900 -2.63852 2.13173
C -2.53328 4.26596 -1.84907
C -2.77348 2.91082 -1.72736
C -3.02899 -0.07774 -1.40846
C -2.80656 -1.56128 -1.11325
*
```

Values from the calculation:
- Highest occupied orbital energy: -8.591 eV
- Lowest unoccupied orbital energy: 0.44 eV
- SMILES string: COc1ccc(C(=O)OCC(=O)Nc2ccc(F)c(F)c2F)cc1OC
- Kohn-Sham gap: 9.033 eV